Run P
19
Properties=species:S:1:pos:R:3:nbo_charge:R:1 method="wB97M-V/def2-TZVPD" lumo_energy_ev=3.76 total_charge=-1 homo_lumo_gap_ev=8.17 e_homo_ha=-0.162
O -2.852 1.884 1.025 -0.667
O 2.672 -1.737 -0.903 -0.756
O 1.777 0.198 -0.281 -0.854
N -0.733 1.627 0.238 -0.853
C -1.798 1.271 1.013 0.673
C 2.083 -0.674 -1.173 0.755
C -1.675 -0.154 1.588 -0.491
C 1.533 -0.377 -2.543 -0.743
C -0.253 -0.770 1.488 -0.610
H -0.074 -0.920 0.433 0.227
H 0.460 -0.613 -2.338 0.209
H -0.633 2.442 -0.349 0.388
H 1.601 0.710 -2.643 0.219
H 0.572 -0.209 1.903 0.231
H 0.071 1.006 0.105 0.451
H -2.350 -0.841 1.104 0.217
H -1.874 -0.020 2.661 0.203
H -0.314 -1.737 2.002 0.193
H 1.789 -1.084 -3.330 0.206



Run Q
19
Properties=species:S:1:pos:R:3:nbo_charge:R:1 method="wB97M-V/def2-TZVPD" lumo_energy_ev=3.53 total_charge=-1 homo_lumo_gap_ev=7.48 e_homo_ha=-0.145
O 0.714 1.464 -0.117 -0.732
O 3.520 0.252 0.427 -0.562
O 4.094 -0.869 -1.252 -0.497
N 3.211 -0.440 -0.538 0.339
C 0.023 -0.602 1.087 -0.654
C 0.088 0.191 -0.241 0.078
C 0.783 -0.783 -1.226 -0.148
C -2.411 0.374 0.252 -0.598
C -1.352 0.508 -0.803 -0.430
H -1.402 1.585 -1.025 0.221
H 1.640 1.231 -0.070 0.494
H 1.041 -0.615 1.460 0.238
H -0.422 -1.595 0.811 0.188
H -0.620 -0.147 1.905 0.185
H -2.496 -0.687 0.438 0.196
H -3.465 0.948 -0.023 0.190
H 0.853 -1.679 -0.644 0.069
H -2.212 0.877 1.313 0.205
H -1.587 -0.012 -1.755 0.218



Relative to the most stable structure, the computed energies are run P 0.0; run Q 764.8, all in kJ/mol.



Run P
12
Properties=species:S:1:pos:R:3:nbo_charge:R:1 method="wB97M-V/def2-TZVPD" smiles=c1cc2ccon2n1 lumo_energy_ev=0.89 homo_lumo_gap_ev=9.60 e_homo_ha=-0.320
O 1.179 -1.473 0.034 -0.297
N -1.278 -1.461 -0.018 -0.272
N -0.072 -0.852 0.250 0.117
C -0.002 0.455 0.143 0.096
C -1.332 0.792 0.028 -0.354
C 1.414 0.809 -0.065 -0.298
C 2.100 -0.336 -0.065 0.131
C -2.077 -0.381 -0.120 -0.033
H -3.134 -0.390 -0.184 0.215
H -1.648 1.821 0.150 0.224
H 1.827 1.788 0.096 0.247
H 3.024 -0.772 -0.249 0.224



Run Q
12
Properties=species:S:1:pos:R:3:nbo_charge:R:1 method="wB97M-V/def2-TZVPD" smiles="C=C1C=NN=CC1=O" lumo_energy_ev=-1.75 homo_lumo_gap_ev=7.26 e_homo_ha=-0.331
O -1.759 -1.231 -0.412 -0.507
N 1.394 -0.155 -1.242 -0.254
N 1.797 0.741 -0.307 -0.232
C -0.387 0.503 0.741 -0.238
C 0.311 -0.777 -1.349 0.002
C 0.938 1.128 0.720 0.069
C -0.774 -0.564 -0.311 0.484
C -1.248 0.486 1.856 -0.175
H 0.300 -1.490 -2.267 0.222
H -2.126 -0.057 2.011 0.218
H -0.842 1.025 2.917 0.199
H 1.364 1.610 1.542 0.211



Run R
12
Properties=species:S:1:pos:R:3:nbo_charge:R:1 method="wB97M-V/def2-TZVPD" lumo_energy_ev=0.42 homo_lumo_gap_ev=8.58 e_homo_ha=-0.300
O 1.967 -0.569 -1.633 -0.538
N 0.729 -1.519 0.306 -0.678
N -1.239 1.533 0.944 -0.522
C -0.272 0.086 -0.557 -0.295
C 0.993 -0.600 -0.886 0.712
C -0.824 1.304 -0.414 0.025
C -1.059 0.222 1.461 -0.100
C -0.364 -0.690 0.617 0.121
H -1.202 2.187 -1.176 0.221
H -1.604 0.217 2.338 0.196
H -2.107 2.108 1.128 0.414
H 1.897 -1.992 0.685 0.444



Relative to the most stable structure, the computed energies are run P 0.0; run Q 58.8; run R 189.5, all in kJ/mol.



Run P
21
Properties=species:S:1:pos:R:3:nbo_charge:R:1 method="wB97M-V/def2-TZVPD" lumo_energy_ev=-8.41 total_charge=+2 homo_lumo_gap_ev=10.48 e_homo_ha=-0.694
O -1.787 -4.039 0.223 -1.008
N -0.689 -1.841 0.313 -0.711
N 1.313 2.581 -0.804 -0.427
C 0.157 1.856 -0.094 -0.241
C -0.951 -0.313 0.490 -0.225
C 2.283 2.991 -0.017 0.155
C 0.367 0.344 -0.248 -0.435
H 0.065 2.040 0.959 0.235
H -0.793 2.221 -0.446 0.253
H -1.181 -4.801 0.141 0.522
H 2.355 2.597 1.026 0.246
H 1.340 0.094 0.222 0.235
H 0.299 -1.975 0.816 0.459
H -1.518 -2.429 0.536 0.500
H 0.237 0.092 -1.305 0.234
H -1.112 0.018 1.562 0.251
H -0.465 -2.085 -0.670 0.441
H 1.144 2.733 -1.838 0.482
H 3.012 3.744 -0.419 0.268
H -1.851 -0.004 0.037 0.237
H -2.745 -4.377 0.244 0.531



Run Q
21
Properties=species:S:1:pos:R:3:nbo_charge:R:1 method="wB97M-V/def2-TZVPD" lumo_energy_ev=-8.35 total_charge=+2 homo_lumo_gap_ev=10.12 e_homo_ha=-0.678
O 0.667 -2.433 -1.471 -0.919
N 1.729 -0.324 -0.557 -0.754
N -2.703 1.049 -0.363 -0.829
C 1.891 0.261 1.803 -0.297
C -1.140 -0.028 0.229 -0.002
C -0.165 1.012 0.587 -0.544
C 1.183 0.243 0.688 0.120
H -1.837 -0.571 0.855 0.271
H 0.694 -3.207 -0.891 0.530
H -2.532 1.465 -1.277 0.421
H -2.631 1.804 0.315 0.416
H 1.707 0.330 -1.344 0.435
H 1.530 0.881 2.611 0.252
H -0.006 1.871 -0.063 0.275
H -0.106 -2.548 -2.041 0.532
H 2.969 0.196 1.721 0.240
H -1.096 -0.354 -0.803 0.212
H -0.429 1.382 1.579 0.272
H 1.252 -1.330 -0.884 0.473
H 2.713 -0.482 -0.344 0.450
H -3.688 0.783 -0.350 0.444



Relative to the most stable structure, the computed energies are run P 0.0; run Q 78.7, all in kJ/mol.



Run P
17
Properties=species:S:1:pos:R:3:nbo_charge:R:1 method="wB97M-V/def2-TZVPD" lumo_energy_ev=0.42 homo_lumo_gap_ev=8.94 e_homo_ha=-0.313
P -0.659 -0.533 -1.606 2.052
O -1.635 0.435 -0.753 -1.023
O -1.191 -1.864 -1.557 -1.100
N 0.468 -0.892 0.334 -0.609
C -0.600 -1.245 1.274 -0.432
C -0.307 0.287 -3.135 -1.052
C 1.064 0.395 0.564 -0.439
H -1.769 1.313 -1.248 0.519
H 0.417 -0.253 -3.655 0.211
H 1.125 -1.659 0.321 0.398
H 1.794 0.497 1.365 0.201
H 0.184 1.070 0.737 0.215
H 1.426 0.696 -0.470 0.211
H 0.134 1.288 -2.974 0.202
H -0.280 -1.969 2.038 0.196
H -0.868 -0.280 1.652 0.201
H -1.370 -1.659 0.633 0.248



Run Q
17
Properties=species:S:1:pos:R:3:nbo_charge:R:1 method="wB97M-V/def2-TZVPD" lumo_energy_ev="-1.36 / -1.08" homo_lumo_gap_ev="6.22 / 6.63" e_homo_ha="-0.278 / -0.284"
P -0.060 -0.923 1.131 1.192
O -1.403 -0.307 0.007 -0.632
O 1.061 1.370 -1.437 -0.731
N -0.270 -2.398 1.696 -1.211
C -1.870 -0.403 -1.187 0.249
C 1.499 2.571 -2.130 -0.271
C -0.772 0.088 2.572 -0.935
H 1.126 2.703 -3.182 0.173
H -1.816 0.273 2.261 0.230
H -1.600 0.355 -1.966 0.142
H 1.466 3.492 -1.490 0.175
H 2.580 2.469 -2.157 0.187
H -2.499 -1.169 -1.585 0.154
H 0.119 -3.108 1.114 0.354
H -0.189 1.021 2.532 0.216
H 0.227 1.483 -0.964 0.467
H -0.591 -0.494 3.403 0.242



Relative to the most stable structure, the computed energies are run P 0.0; run Q 257.4, all in kJ/mol.



Run P
10
Properties=species:S:1:pos:R:3:nbo_charge:R:1 method="wB97M-V/def2-TZVPD" lumo_energy_ev="-0.37 / -0.35" homo_lumo_gap_ev="6.85 / 6.86" e_homo_ha="-0.265 / -0.265"
Cl 2.710 0.360 1.237 0.350
N -0.387 0.554 -0.180 -0.313
N 2.149 -1.042 1.106 -0.397
N -1.576 -1.495 -0.521 -0.827
C -0.638 -0.604 -0.152 0.337
C 0.186 1.692 -0.023 -0.323
H 1.192 1.676 -0.474 0.168
H -0.173 2.498 0.430 0.184
H -1.332 -2.343 -0.049 0.422
H -2.130 -1.295 -1.373 0.397



Run Q
10
Properties=species:S:1:pos:R:3:nbo_charge:R:1 method="wB97M-V/def2-TZVPD" lumo_energy_ev="-1.56 / -1.56" homo_lumo_gap_ev="6.76 / 6.76" e_homo_ha="-0.306 / -0.306"
Cl -3.030 -0.339 -0.413 0.187
N -1.763 0.773 -0.226 -0.507
N 0.507 0.971 0.463 -0.434
N -0.039 -1.813 0.234 -0.928
C 1.678 1.227 0.045 0.050
C -0.587 0.551 0.013 0.630
H 1.967 1.192 -1.000 0.172
H 2.416 1.498 0.781 0.187
H -0.835 -2.033 0.827 0.323
H -0.313 -2.025 -0.724 0.319



Relative to the most stable structure, the computed energies are run P 135.7; run Q 0.0, all in kJ/mol.



Run P
27
Properties=species:S:1:pos:R:3:nbo_charge:R:1 method="wB97M-V/def2-TZVPD" lumo_energy_ev="2.56 / 2.44" total_charge=-1 s_squared=0.75 homo_lumo_gap_ev="2.26 / 9.41" spin_multiplicity=2 e_homo_ha="0.011 / -0.256"
O -2.054 19.197 10.987 -0.988
O -1.024 19.670 13.449 -1.020
O 0.859 17.485 13.356 -0.954
O -3.879 20.643 13.106 -1.027
O -1.163 22.245 11.686 -0.978
O -1.641 22.147 14.224 -1.036
O -1.714 18.687 15.803 -1.385
O 1.005 18.128 16.238 -1.008
O 0.156 17.765 10.971 -0.938
H -4.771 20.424 13.376 0.450
H 0.870 17.669 14.295 0.468
H -1.695 19.345 11.862 0.498
H -2.019 18.724 16.709 0.324
H -1.535 22.249 13.278 0.484
H -0.247 22.105 11.446 0.478
H -3.436 20.887 13.919 0.481
H 0.776 17.709 17.067 0.458
H -1.297 20.582 13.548 0.481
H -1.115 22.852 14.601 0.465
H 0.165 18.390 15.862 0.488
H 0.861 18.228 10.518 0.440
H -0.476 18.449 11.194 0.482
H 0.979 18.340 12.942 0.468
H -2.300 18.061 15.378 0.433
H -1.647 22.116 10.870 0.480
H -1.268 19.255 14.276 0.495
H -2.555 19.990 10.796 0.462



Run Q
27
Properties=species:S:1:pos:R:3:nbo_charge:R:1 method="wB97M-V/def2-TZVPD" lumo_energy_ev="2.88 / 2.85" total_charge=-1 s_squared=0.75 homo_lumo_gap_ev="2.60 / 10.68" spin_multiplicity=2 e_homo_ha="0.010 / -0.288"
O 25.620 13.584 7.676 -1.015
O 27.455 11.651 8.599 -0.995
O 23.371 15.141 6.818 -0.970
O 22.279 10.117 4.801 -1.000
O 24.899 10.720 4.088 -0.978
O 25.378 10.484 10.050 -1.040
O 22.394 12.093 10.838 -1.057
O 23.520 11.230 7.512 -1.051
O 22.502 9.274 10.240 -1.199
H 26.163 12.899 8.066 0.494
H 25.543 14.249 8.359 0.450
H 24.642 10.105 10.531 0.490
H 24.079 10.288 4.327 0.495
H 22.684 11.189 10.716 0.479
H 27.767 12.178 9.334 0.445
H 24.065 14.568 7.144 0.486
H 21.585 12.155 10.329 0.421
H 21.877 10.986 4.781 0.476
H 23.087 12.001 7.880 0.462
H 24.434 11.494 7.411 0.467
H 25.510 11.343 10.450 0.437
H 26.875 11.002 8.998 0.500
H 22.157 9.817 5.702 0.469
H 22.810 9.106 9.350 0.452
H 25.476 10.572 4.837 0.457
H 23.676 15.418 5.954 0.460
H 21.550 9.322 10.160 0.369



Relative to the most stable structure, the computed energies are run P 76.9; run Q 0.0, all in kJ/mol.



Run P
50
Properties=species:S:1:pos:R:3:nbo_charge:R:1 method="wB97M-V/def2-TZVPD" smiles="CC1CCN(S(=O)(=O)c2cccc(C(=O)NC3CCCC3)c2)CC1" lumo_energy_ev=0.51 homo_lumo_gap_ev=9.96 e_homo_ha=-0.347
S -1.907 2.996 -0.914 2.339
O -2.687 -2.666 1.763 -0.619
O -2.523 3.674 -2.020 -0.934
O -1.773 3.684 0.336 -0.936
N -0.408 2.403 -1.313 -0.708
N -0.711 -1.621 1.444 -0.603
C 1.327 -2.986 1.470 -0.411
C -2.044 -1.757 1.277 0.645
C 3.071 0.018 -1.861 -0.597
C -2.742 1.431 -0.656 -0.330
C 0.646 -1.792 3.501 -0.415
C -3.890 1.095 -1.343 -0.170
C 0.090 -2.513 2.251 -0.066
C -2.669 -0.718 0.395 -0.063
C 2.082 1.175 -1.975 -0.221
C 2.433 -2.022 1.892 -0.404
C -0.241 1.863 -2.638 -0.217
C -2.134 0.552 0.216 -0.199
C 2.174 -1.852 3.386 -0.404
C 0.797 2.942 -0.736 -0.222
C -4.453 -0.157 -1.137 -0.214
C -3.843 -1.055 -0.279 -0.162
C 1.826 1.819 -0.609 -0.387
C 0.754 0.705 -2.576 -0.403
H 1.447 1.062 0.082 0.185
H 0.120 2.637 -3.331 0.188
H -4.259 -2.037 -0.112 0.240
H 0.292 -2.256 4.418 0.221
H -5.360 -0.433 -1.652 0.223
H 1.144 -2.990 0.396 0.216
H -4.322 1.815 -2.020 0.244
H 0.915 0.307 -3.578 0.216
H 2.672 -0.768 -1.223 0.200
H -1.221 1.526 -2.982 0.222
H 0.528 3.359 0.235 0.241
H 3.273 -0.409 -2.841 0.211
H 2.323 -1.064 1.380 0.186
H 4.012 0.359 -1.435 0.210
H 0.301 -0.757 3.500 0.208
H 0.333 -0.090 -1.955 0.199
H 2.652 -0.964 3.796 0.213
H -0.571 -3.341 2.517 0.244
H 1.587 -3.999 1.776 0.211
H 1.205 3.749 -1.364 0.180
H 2.755 2.219 -0.200 0.216
H 3.428 -2.408 1.680 0.217
H -0.230 -0.852 1.006 0.389
H 2.555 -2.722 3.921 0.200
H -1.264 0.903 0.749 0.226
H 2.509 1.936 -2.637 0.196



Run Q
50
Properties=species:S:1:pos:R:3:nbo_charge:R:1 method="wB97M-V/def2-TZVPD" smiles="CCCS(=O)(=O)N1CCC[C@@H](C(=O)Nc2ccc3c(c2)CCC3)C1" lumo_energy_ev=0.50 homo_lumo_gap_ev=8.76 e_homo_ha=-0.303
S 2.236 0.337 2.257 2.307
O 0.912 -1.588 -3.056 -0.612
O 2.586 -0.273 3.508 -0.939
O 3.187 1.212 1.641 -0.941
N 0.110 -0.713 -1.107 -0.664
N 1.816 -0.873 1.131 -0.711
C -3.196 0.797 -0.779 -0.001
C 1.013 -1.380 -1.866 0.685
C -5.154 2.151 -0.784 -0.384
C 2.742 -0.982 0.013 -0.235
C 1.563 -2.159 1.761 -0.227
C -1.122 -0.165 -1.483 0.221
C 0.367 2.158 1.346 -0.415
C 2.208 -1.919 -1.073 -0.310
C 0.636 1.177 2.473 -0.641
C 1.859 -3.283 -0.456 -0.394
C 0.946 -3.130 0.757 -0.418
C -2.730 0.558 -3.125 -0.186
C -4.936 1.583 -2.196 -0.424
C -1.983 0.232 -0.456 -0.260
C -3.573 0.963 -2.110 -0.031
C -1.501 -0.003 -2.811 -0.253
C 1.125 3.466 1.538 -0.613
C -4.277 1.288 0.138 -0.427
H -1.695 0.091 0.576 0.196
H 0.820 3.953 2.462 0.199
H -0.706 2.363 1.291 0.218
H -0.037 -2.772 0.446 0.209
H -6.202 2.140 -0.489 0.210
H -4.803 3.184 -0.752 0.202
H 3.712 -1.365 0.362 0.197
H 2.498 -2.575 2.159 0.195
H -5.677 0.811 -2.424 0.209
H 2.192 3.271 1.579 0.235
H 0.923 4.140 0.710 0.215
H -5.003 2.348 -2.968 0.216
H -3.889 1.849 0.989 0.212
H 0.668 1.702 0.401 0.214
H -0.833 -0.322 -3.592 0.252
H 0.811 -4.098 1.242 0.224
H -4.843 0.437 0.528 0.211
H 1.383 -3.913 -1.210 0.229
H 2.901 0.024 -0.376 0.241
H -3.016 0.679 -4.159 0.213
H 0.894 -1.985 2.605 0.218
H 2.786 -3.770 -0.145 0.207
H 0.685 1.667 3.442 0.246
H 3.002 -2.070 -1.812 0.246
H 0.350 -0.627 -0.123 0.429
H -0.089 0.369 2.516 0.232



Relative to the most stable structure, the computed energies are run P 20.2; run Q 0.0, all in kJ/mol.



Run P
27
Properties=species:S:1:pos:R:3:nbo_charge:R:1 method="wB97M-V/def2-TZVPD" lumo_energy_ev=-4.09 total_charge=+1 homo_lumo_gap_ev=9.47 e_homo_ha=-0.498
N -0.163 2.325 1.988 -0.546
N 0.677 2.001 -0.209 -0.355
N -0.952 0.274 1.136 -0.566
C 0.574 2.704 0.875 0.164
C -0.512 0.303 -0.174 0.451
C -1.606 0.636 -1.158 -0.717
C 0.957 -0.895 -1.961 -0.619
C 0.404 -0.886 -0.515 -0.147
C -0.350 -2.233 -0.351 -0.610
C 1.629 -0.935 0.451 -0.596
C -0.839 1.199 2.033 0.413
H -2.339 -0.190 -1.449 0.263
H -0.142 2.797 2.833 0.437
H 2.477 -0.601 -0.085 0.231
H 1.299 0.027 -2.352 0.236
H -1.187 0.634 -2.147 0.272
H -0.455 -2.596 0.657 0.212
H 1.428 -0.345 1.447 0.192
H -1.368 1.002 3.028 0.246
H -1.644 -0.414 1.295 0.437
H 0.291 -1.314 -2.696 0.219
H -2.039 1.583 -0.744 0.239
H 1.841 -1.574 -2.010 0.233
H -1.302 -2.134 -0.771 0.202
H 1.063 3.680 0.970 0.225
H 0.326 -3.008 -0.837 0.250
H 1.933 -2.041 0.745 0.232



Run Q
27
Properties=species:S:1:pos:R:3:nbo_charge:R:1 method="wB97M-V/def2-TZVPD" lumo_energy_ev=-4.50 total_charge=+1 homo_lumo_gap_ev=9.56 e_homo_ha=-0.517
N -0.954 0.930 0.654 -0.221
N 0.384 0.028 -0.472 -0.124
N -2.762 2.192 0.019 -0.757
C 0.015 -1.950 0.964 -0.413
C -0.012 -1.373 -0.448 -0.236
C -1.322 1.245 -1.703 -0.459
C 0.121 0.737 -1.715 -0.232
C -1.677 1.459 -0.243 0.371
C 1.385 -1.740 1.596 -0.403
C 1.704 -0.251 1.586 -0.412
C 1.662 0.292 0.161 -0.233
H -0.228 -3.011 0.911 0.239
H -3.050 2.332 0.973 0.423
H 1.384 -2.110 2.619 0.237
H -1.013 -1.467 -0.873 0.225
H 2.441 -0.189 -0.443 0.223
H 0.290 0.076 -2.569 0.246
H 0.965 0.286 2.181 0.231
H 0.808 1.584 -1.786 0.236
H -1.420 2.176 -2.262 0.257
H 2.144 -2.294 1.041 0.204
H 0.691 -1.926 -1.083 0.222
H -0.746 -1.451 1.565 0.229
H 2.692 -0.060 2.003 0.239
H 1.838 1.369 0.167 0.233
H -2.024 0.522 -2.127 0.252
H -3.312 2.596 -0.718 0.421



Relative to the most stable structure, the computed energies are run P 195.1; run Q 0.0, all in kJ/mol.